Record 1
{
  "formula": "C62H102N14O8S",
  "method": "ωB97M-V/def2-TZVPD",
  "symbols": ["S", "O", "O", "O", "O", "O", "O", "O", "O", "N", "N", "N", "N", "N", "N", "N", "N", "N", "N", "N", "N", "N", "N", "C", "C", "C", "C", "C", "C", "C", "C", "C", "C", "C", "C", "C", "C", "C", "C", "C", "C", "C", "C", "C", "C", "C", "C", "C", "C", "C", "C", "C", "C", "C", "C", "C", "C", "C", "C", "C", "C", "C", "C", "C", "C", "C", "C", "C", "C", "C", "C", "C", "C", "C", "C", "C", "C", "C", "C", "C", "C", "C", "C", "C", "C", "H", "H", "H", "H", "H", "H", "H", "H", "H", "H", "H", "H", "H", "H", "H", "H", "H", "H", "H", "H", "H", "H", "H", "H", "H", "H", "H", "H", "H", "H", "H", "H", "H", "H", "H", "H", "H", "H", "H", "H", "H", "H", "H", "H", "H", "H", "H", "H", "H", "H", "H", "H", "H", "H", "H", "H", "H", "H", "H", "H", "H", "H", "H", "H", "H", "H", "H", "H", "H", "H", "H", "H", "H", "H", "H", "H", "H", "H", "H", "H", "H", "H", "H", "H", "H", "H", "H", "H", "H", "H", "H", "H", "H", "H", "H", "H", "H", "H", "H", "H", "H", "H"],
  "xyz": [[0.20356, 0.11634, -0.26766], [-0.41428, 1.41518, -0.25994], [-0.86994, -0.90095, -0.42321], [6.65174, 0.76511, -2.27404], [-2.37952, 4.93602, 0.68923], [-0.88225, 2.89043, 4.92797], [6.91218, -0.82691, -6.31954], [1.17819, 0.01428, -1.37400], [0.82022, -0.06309, 1.02168], [-2.65031, -0.13096, 1.49442], [-6.24150, -4.69155, 3.47404], [0.38157, 6.70269, 4.39428], [-0.09207, -2.50960, -2.68983], [6.15952, 1.33447, -5.03360], [-0.47839, 3.51101, -2.17690], [1.68916, 0.35409, -3.90165], [-2.37036, -3.21481, -0.44723], [1.00509, -3.29914, 1.74575], [-2.61176, 0.95132, -1.99898], [3.20704, -1.70956, -0.72388], [-0.59738, 3.11561, 1.99859], [2.78266, 2.21260, -0.72137], [1.98689, -0.51702, 3.60969], [-5.28762, -3.85774, 2.66284], [-0.30335, -3.85828, -4.41409], [-3.22037, 5.80720, -0.09282], [1.70357, -0.55653, -4.86256], [1.95649, -0.36821, 5.84571], [5.72448, 1.76184, -2.53233], [-6.01222, -6.14505, 3.24350], [-0.47271, 6.63109, 3.33598], [1.67578, -4.25803, 2.46253], [-4.65369, 1.75962, -2.50075], [4.07135, 3.24913, 0.76168], [5.07679, 0.27980, -5.37037], [7.51115, -1.60899, -7.40733], [-4.64787, 0.35906, -2.80794], [0.82390, -4.80940, 3.37934], [-0.61847, -2.62930, -3.94121], [3.71336, -1.82781, 0.51605], [3.00272, 0.36259, 3.98602], [-3.38531, 2.05734, -2.08130], [0.38713, 2.92429, 4.36133], [3.46825, 2.08951, 0.42140], [-2.47280, -0.42475, 2.82667], [-0.43678, -4.11999, 3.24397], [-3.96558, 0.28087, 1.36196], [-2.12192, 3.29320, 2.34681], [1.59443, 6.29903, 3.95099], [-6.32896, -6.79933, 1.89796], [-2.93732, 3.71796, 1.12182], [-3.62829, -0.03905, 3.54864], [-8.60682, -4.93617, 4.19483], [-3.80529, -3.93339, 3.12327], [-1.99450, -4.54274, -0.56189], [-3.71590, -3.03961, -0.45283], [-0.81952, 3.46613, -3.48819], [-1.15600, 1.56918, 5.56027], [3.02858, 0.41179, 5.41944], [5.20138, -2.75490, -0.90321], [-4.62579, 0.27848, 2.65014], [-7.64034, -4.36400, 3.19800], [3.70758, 4.13133, -0.18459], [-0.36766, 4.78027, -1.79501], [1.32840, -0.96706, 4.71549], [0.34541, 2.31741, 2.92387], [0.77490, -3.57828, -2.52616], [5.52449, -0.57137, -6.54885], [1.55789, 1.37344, -5.75131], [1.72449, 1.58842, -4.40546], [-4.26215, -4.26065, -0.69583], [-0.71006, 5.64295, -2.76189], [2.95957, 3.50319, -1.19099], [4.16037, -2.18199, -1.60507], [6.82666, 0.46911, -0.93043], [-1.07185, 4.82233, -3.82613], [0.20145, 6.26202, 2.18743], [5.73089, 2.37968, -3.99364], [4.93109, -2.51605, 0.47598], [1.52429, 6.02728, 2.61301], [-3.21762, -5.20359, -0.73580], [0.53086, -4.49779, -3.50576], [1.55261, 0.05805, -6.11955], [-0.26177, -3.11581, 2.26684], [-3.39172, -0.06304, -2.45850], [3.69624, 1.02179, 6.00980], [-5.35015, -4.18187, 1.62402], [2.39686, 3.83843, -2.04969], [7.62029, -0.27774, -0.90923], [7.42880, -1.05600, -8.34301], [-3.90862, -0.15336, 4.58534], [2.36557, 5.66535, 2.04062], [-3.65644, -3.65465, 4.16646], [-0.24600, 4.05397, 1.87162], [-1.64603, 0.86923, -1.71488], [-0.06060, 4.84339, -0.76151], [-5.80399, -7.74174, 1.74180], [3.58420, 0.86354, 3.22618], [-2.52206, 2.30733, 2.58359], [-0.94899, -4.81144, -0.59505], [4.00089, -2.04095, -2.66387], [1.80167, -1.60998, -4.64572], [-1.50540, 6.69759, 3.64505], [-7.40431, -6.83436, 1.72329], [1.01017, -5.46294, -3.57756], [3.22096, -1.44505, 1.39777], [4.83811, -1.40832, -6.67734], [4.66587, 3.55237, 1.61079], [-1.52016, -0.83883, 3.12233], [0.88276, 3.89407, 4.31693], [-1.98163, -0.27533, 0.75137], [-0.64027, 1.51542, 6.51904], [-5.57786, -2.80976, 2.73778], [-0.17436, 6.09846, 1.18822], [-3.97158, 3.84520, 1.44155], [-9.57708, -4.50477, 3.94869], [1.23689, 2.41171, 2.30382], [5.47666, -2.71911, 1.38567], [-5.33127, -4.41357, -0.69358], [-2.98161, 2.96514, 0.33479], [-0.87307, -2.30692, 1.89480], [4.77882, 1.26299, -2.32030], [-2.78723, 6.80586, -0.03645], [-2.96858, 3.02294, -1.83561], [-6.52149, -6.64257, 4.06887], [-5.94511, -6.28657, 1.01600], [5.77106, 2.56308, -1.79480], [5.30168, -0.05319, -7.48154], [-7.83286, -3.30232, 3.35246], [1.79599, -0.79475, 2.65758], [2.73530, -4.38761, 2.29818], [-3.26245, 5.52380, -1.14449], [1.44012, 2.14925, -6.49336], [-3.33048, -6.25599, -0.95053], [4.19423, 0.85686, -5.64640], [-1.32345, 5.08377, -4.84336], [-1.73506, -2.42965, -0.44556], [6.49498, 3.15338, -4.06877], [1.39654, -2.78104, 0.97216], [7.20317, 1.34732, -0.40595], [8.54948, -1.83540, -7.16500], [-8.66126, -6.02306, 4.13327], [-4.22406, 5.79957, 0.33220], [-3.19389, -3.14753, 2.67973], [1.79010, 0.14483, -2.91874], [-2.11264, 4.02414, 3.15535], [6.99940, 0.82581, -4.79700], [-0.57290, 2.66312, 1.09596], [-0.09538, -1.72213, -2.05738], [0.16554, 7.03378, 5.32369], [2.36669, -1.19806, -0.95255], [-0.65842, -4.32436, -5.32133], [1.17995, 2.38942, 4.88425], [1.41014, -3.68478, -1.65925], [-5.69030, 0.37301, 2.80595], [6.09460, -3.27082, -1.22318], [4.73893, -0.18451, -4.44389], [-4.94617, -6.30588, 3.40406], [3.53695, 1.10254, 0.85450], [2.21200, 1.50427, -1.16036], [1.86123, 2.45956, -3.78191], [0.52605, -1.66758, 4.53689], [-0.33496, 2.71772, -1.56845], [-0.73366, 0.67209, 5.10756], [1.01013, -5.62857, 4.05808], [4.77020, 2.80402, -4.28541], [-2.24253, 1.52873, 5.63715], [-5.47023, -0.25038, -3.15250], [1.63791, -0.51143, 6.86767], [-3.39229, -4.92371, 2.93145], [2.42950, 6.25420, 4.63440], [3.99832, 5.16992, -0.24123], [-0.74128, 6.72162, -2.80560], [-5.48735, 2.43879, -2.60135], [-4.14523, -2.05201, -0.37084], [6.45266, 1.76087, -5.90098], [6.95753, -2.52500, -7.61353], [-8.37531, -4.66146, 5.22392], [-0.80937, 2.56563, -4.08434], [1.43957, -0.48189, -7.04805], [-4.38614, 0.50463, 0.39270], [-7.96930, -4.71903, 2.22136], [-1.30673, -4.21511, 3.87684], [5.98815, 0.04818, -0.37562], [-2.94647, -1.04696, -2.46567], [-0.03571, 1.30147, 2.82041], [-1.10320, -1.74036, -4.31701]],
  "forces_ev_per_a": [[-0.6, -1.8, 1.5], [-1.0, 2.8, -0.9], [0.8, 0.3, -0.9], [0.9, 0.1, -2.1], [-0.1, 0.9, -0.6], [0.1, -1.6, 0.9], [-0.3, -1.1, -1.4], [0.0, -0.2, -0.1], [1.5, -0.7, 1.0], [-2.8, 0.4, 2.0], [0.4, -0.1, -0.8], [0.2, -0.4, -0.6], [2.3, -0.8, -0.4], [-1.4, -0.7, 0.1], [0.5, -1.3, -1.2], [1.6, -0.7, 1.6], [1.0, 0.1, 0.4], [-0.3, 0.4, 0.7], [-1.3, -0.2, -0.9], [1.6, 0.0, -0.4], [-1.9, 0.2, 0.9], [0.4, 1.6, -1.0], [1.2, 1.1, 1.1], [0.2, -0.4, 0.8], [-0.9, -0.7, -1.9], [0.4, -0.6, 0.4], [-0.4, -2.1, -1.8], [-1.4, -1.4, -0.7], [-1.8, 0.0, -0.2], [0.9, 0.5, 0.5], [-1.4, 0.2, 0.4], [0.3, 0.0, -0.4], [0.1, -0.6, -0.4], [0.8, -0.3, 2.0], [-0.5, 1.3, 0.0], [-0.7, 0.5, 0.3], [0.3, 0.5, 0.7], [-1.1, 0.4, -0.2], [-1.0, 1.3, 0.9], [1.0, -0.8, 1.3], [-0.5, -0.9, 1.3], [0.1, 2.0, 0.7], [1.3, -0.9, -1.9], [0.0, -3.0, 0.9], [-0.1, 1.1, 0.5], [0.8, 1.5, -0.6], [-0.9, -0.1, 1.0], [0.9, -0.7, -0.9], [1.3, 0.2, 0.6], [-0.3, 0.7, -0.7], [0.6, 0.5, 0.5], [0.9, -1.6, 0.2], [-0.4, -0.6, 0.3], [-0.7, 0.1, 0.1], [-2.2, 1.0, -0.5], [0.7, 0.1, -0.6], [-0.9, 2.1, -0.5], [0.2, 1.2, 0.2], [-0.2, 0.4, -2.9], [0.0, 0.4, 0.8], [1.4, 0.4, -3.8], [0.3, 0.2, 0.7], [-0.8, 2.8, -3.9], [0.8, 0.0, 3.6], [1.1, 0.9, 0.6], [-1.1, 1.2, -0.7], [-0.7, -0.2, 1.5], [0.1, 0.5, 0.7], [0.1, 3.9, -2.3], [-0.4, 0.5, -0.7], [-0.9, -0.1, 0.5], [-0.6, 0.9, -0.9], [-0.2, -0.4, 1.4], [-0.4, -0.3, -0.4], [1.2, -0.3, 1.0], [0.6, -2.6, -2.1], [-0.2, -0.2, 0.7], [1.5, -1.2, 0.8], [-1.5, 1.0, -0.1], [0.9, -0.1, 0.1], [1.2, -0.7, -0.2], [1.3, 0.1, 0.5], [0.5, -2.2, 2.3], [0.4, -1.7, 0.5], [0.6, -1.9, -0.2], [-0.1, -0.1, 0.0], [0.1, 0.3, -0.2], [0.2, 0.3, 0.1], [-0.1, 0.0, 0.1], [0.3, 0.4, 0.0], [0.8, -0.2, 0.2], [-0.1, 0.1, -0.2], [-0.5, -0.5, 0.4], [0.3, 0.5, 0.1], [-0.5, 0.2, 0.1], [0.0, 0.9, 0.0], [-0.5, -0.4, 0.7], [0.1, -0.1, 0.2], [0.3, 0.0, 0.7], [-0.3, -0.2, 0.0], [0.0, -0.4, 0.0], [-0.3, 0.0, 0.2], [-0.2, 0.4, -0.9], [0.0, -0.6, 0.0], [-0.1, 0.1, -0.1], [-0.1, -0.1, -0.2], [0.4, -0.7, 0.6], [0.0, -0.6, 0.1], [-0.1, 0.2, 0.4], [-1.0, 0.7, -0.1], [0.0, -0.2, -0.3], [-0.3, 0.5, 0.4], [-0.3, 0.0, -0.1], [-0.3, 0.2, 0.2], [-0.2, 0.1, 0.3], [-0.2, -0.3, 0.1], [0.6, -0.3, 0.7], [0.2, -0.3, -0.3], [0.1, -0.3, -0.2], [0.4, -0.2, 0.0], [-0.1, -0.5, -0.1], [-0.7, 0.4, -0.4], [0.0, -0.1, 0.1], [-0.1, 0.0, 0.0], [-0.1, -0.3, -0.2], [0.1, 0.8, 0.2], [0.2, 0.4, -0.1], [0.7, 0.6, -0.3], [0.6, 0.3, -0.8], [-0.4, 0.2, 0.0], [-0.1, -0.3, -0.1], [0.0, -0.2, 0.0], [0.1, 0.4, 0.1], [0.0, 0.0, 0.2], [-0.1, 0.1, -0.2], [-0.1, 0.3, 0.1], [0.1, -0.3, 0.2], [0.0, 0.0, 0.1], [-0.1, 0.0, 0.3], [-0.1, 0.2, 0.2], [-0.2, 0.2, 0.1], [-0.2, -0.1, 0.1], [-0.1, 0.1, 0.0], [-0.1, -0.3, -0.9], [-0.3, -0.1, 0.0], [-0.4, -0.3, -0.1], [0.3, -0.3, 0.9], [0.2, -0.6, -0.7], [-0.3, 0.1, -0.3], [-0.1, -0.3, -0.3], [-0.1, 0.2, -0.2], [0.0, 0.3, -0.1], [-0.3, -0.7, 0.4], [-0.2, 0.1, 0.1], [0.2, 0.4, 0.1], [-0.2, 0.2, -0.5], [0.8, -0.5, 0.0], [0.0, 0.0, 0.3], [-0.1, 0.1, 0.2], [0.0, -0.3, 0.2], [-0.4, 0.0, -0.3], [0.0, -0.1, 0.5], [0.1, -0.1, 0.2], [-0.2, 0.4, -1.1], [0.2, 0.2, 0.0], [0.0, -0.3, 0.1], [0.3, -0.2, 0.1], [0.2, 0.0, 0.0], [0.0, -0.1, 0.0], [0.3, 0.2, 0.0], [0.0, 0.0, -0.2], [0.0, 0.1, 0.1], [0.1, -0.1, 0.4], [0.2, 0.1, -0.1], [0.0, -0.1, 0.1], [-0.3, 0.5, -0.4], [0.0, -0.2, 0.5], [0.2, 0.0, 0.0], [-0.4, 0.1, 0.2], [0.0, 0.4, 0.0], [0.1, 0.0, -0.1], [0.0, 0.4, -0.5], [0.1, -0.2, -0.2], [-0.5, 0.1, -0.4], [-0.3, -0.2, -0.1], [0.2, 0.0, 0.5], [-0.5, -0.5, -0.4]],
  "lumo_energy_ev": -0.711,
  "homo_energy_ev": -6.8,
  "energy_ev": -114018.9279,
  "multiplicity": 1
}

***

Record 2
{
  "formula": "C28H23Co2N2O6",
  "method": "ωB97M-V/def2-TZVPD",
  "symbols": ["Co", "Co", "O", "O", "O", "O", "O", "O", "N", "N", "C", "C", "C", "C", "C", "C", "C", "C", "C", "C", "C", "C", "C", "C", "C", "C", "C", "C", "C", "C", "C", "C", "C", "C", "C", "C", "C", "C", "H", "H", "H", "H", "H", "H", "H", "H", "H", "H", "H", "H", "H", "H", "H", "H", "H", "H", "H", "H", "H", "H", "H"],
  "xyz": [[0.63793, -3.30535, -1.11925], [-0.89382, -1.53259, -2.08138], [-1.81952, -4.11717, -3.01255], [0.39662, -1.42089, -4.70140], [2.59830, -3.13819, 1.02478], [-3.51313, -0.31704, -2.51568], [2.63643, -3.01451, -3.16528], [0.22957, -6.16316, -0.74109], [-1.26814, 1.74383, 1.51612], [-1.47359, 3.20729, -0.09450], [-0.67058, 2.23419, 0.38644], [1.80226, -3.09356, -2.36852], [0.35620, -5.02932, -0.87575], [1.43077, 1.52678, 2.36311], [3.27308, 2.07989, -3.56705], [-0.40908, -1.69356, -0.39118], [1.01738, 1.38154, -3.02280], [0.56562, -3.14950, 3.81272], [2.66481, 1.73083, -1.26586], [-0.86999, 0.61139, 2.25824], [-3.29727, -0.12899, 2.72538], [1.97652, 1.74354, -3.98096], [-0.05526, -1.40528, -3.63329], [1.39970, 1.30447, -1.69636], [-2.47336, -0.79590, -2.34606], [-1.20166, -3.29472, -2.47786], [-0.10066, -0.46484, -0.94377], [0.06273, -1.79502, 3.39886], [-2.60736, 3.31219, 0.69740], [3.62103, 2.10057, -2.20957], [-1.31063, -1.49754, 3.34713], [1.79967, -3.19973, 0.19034], [0.96978, -0.79848, 3.06218], [-1.80520, -0.31007, 2.75691], [0.54351, 0.47044, 2.55495], [-1.22783, 4.03243, -1.28039], [0.54619, 0.71014, -0.63527], [-2.47429, 2.42786, 1.69705], [1.22814, 0.49806, 0.24791], [-0.64952, 4.94362, -1.03605], [2.03333, -0.99092, 3.18898], [-0.02874, 1.17593, -3.27489], [-3.63930, 0.61520, 3.45431], [1.59397, -3.28660, 3.47566], [0.44343, 2.34304, 0.23813], [-2.02627, -2.23451, 3.74523], [-3.04189, 2.27917, 2.58438], [-3.77047, -1.07324, 3.01792], [-0.65745, -1.81808, 0.66290], [1.70754, 1.65910, -5.03605], [-2.20842, 4.32734, -1.68655], [-3.35290, 4.04676, 0.46839], [-0.02921, -3.96038, 3.37964], [4.64561, 2.30009, -1.88386], [-3.66459, 0.14683, 1.73370], [2.88298, 1.72773, -0.19642], [1.06084, 2.54450, 2.25784], [4.04938, 2.22535, -4.33297], [2.50063, 1.36333, 2.49463], [0.54789, -3.26601, 4.90099], [-0.68172, 3.48167, -2.06956]],
  "forces_ev_per_a": [[-0.4, 0.1, 0.5], [-2.1, -2.1, -3.8], [0.6, -0.1, 0.3], [-0.7, -0.1, 1.9], [-1.0, -0.3, -1.2], [1.5, -0.4, 0.2], [-0.7, -0.1, 0.7], [0.3, 0.2, -0.1], [-0.7, 0.7, -0.6], [-0.4, 0.0, -0.7], [2.1, 1.8, 1.1], [1.8, 0.3, -1.9], [-1.1, -0.5, 0.1], [0.0, -0.3, 0.4], [0.4, -0.3, -0.5], [1.1, 0.3, 3.4], [0.3, 0.6, -0.8], [0.0, -0.1, 0.2], [0.3, 0.2, -0.6], [0.5, -1.0, 0.9], [-0.2, -0.4, 0.1], [-0.3, -0.3, 0.5], [0.9, 0.8, -2.8], [-0.8, 0.4, 1.4], [-1.5, 0.0, -0.1], [-1.0, -0.3, -0.1], [1.7, 1.4, 1.7], [0.7, 1.1, -0.4], [0.2, 0.2, -0.5], [-0.3, -0.2, -0.1], [-0.9, 0.1, -0.2], [0.6, 0.9, 1.3], [-0.8, -0.9, -0.2], [1.0, -0.7, 0.4], [0.3, 1.1, 0.2], [0.1, 0.1, -0.1], [2.0, -3.8, -0.8], [0.9, -0.1, 0.0], [-1.3, 0.9, -0.6], [-0.3, -0.4, 0.0], [-0.1, 0.1, -0.1], [0.6, -0.1, -0.1], [0.0, 0.0, -0.1], [0.0, 0.0, 0.1], [-2.1, 0.4, 0.9], [0.3, 0.4, -0.3], [-0.3, -0.1, 0.0], [0.1, 0.1, -0.2], [-0.6, -0.1, -0.3], [0.2, 0.3, 0.2], [0.4, -0.1, 0.1], [-0.2, 0.0, 0.1], [0.0, 0.2, 0.0], [-0.3, 0.1, -0.2], [0.0, 0.0, 0.1], [0.0, -0.2, -0.3], [0.3, -0.2, -0.1], [-0.4, 0.1, 0.4], [-0.3, 0.1, 0.2], [0.0, 0.0, 0.0], [-0.3, 0.1, 0.6]],
  "de_lowest_kj_mol": 0.0,
  "total_charge": -1,
  "lumo_energy_ev": 2.415,
  "homo_energy_ev": -2.7,
  "energy_ev": -119923.1871,
  "multiplicity": 1
}

***

Record 3
{
  "formula": "CH2BrNO4",
  "method": "ωB97M-V/def2-TZVPD",
  "symbols": ["Br", "O", "O", "O", "O", "N", "C", "H", "H"],
  "xyz": [[-0.94581, 3.08083, 0.11867], [1.68151, -0.99651, -0.72577], [-2.23812, 0.52579, 0.38094], [-0.07484, 0.71202, -0.21808], [0.18247, -1.45468, 0.84556], [0.33975, -1.17028, -0.39660], [-1.24840, 1.03423, 0.13846], [1.65850, -0.81451, -1.66482], [0.64493, -0.91689, 1.52163]],
  "forces_ev_per_a": [[-0.6, 0.0, 0.3], [-1.7, -0.2, 2.0], [-3.5, -1.7, 1.0], [1.3, -2.0, -0.7], [-0.1, -1.1, 0.7], [0.8, 2.1, -0.6], [3.4, 2.6, -1.2], [-0.2, 0.1, -0.7], [0.6, 0.2, -0.7]],
  "de_lowest_kj_mol": 299.8,
  "lumo_energy_ev": [-1.763, -1.761],
  "homo_energy_ev": [-9.6, -9.6],
  "energy_ev": -80786.9308,
  "multiplicity": 1
}

***

Question: What is the formula in the second record?
Answer: C28H23Co2N2O6